Record 1
# CH5Cl3Si2

A cluster of 2 separate species, CH5Cl3Si2 in total in a non-equilibrium geometry (wB97M-V/def2-TZVPD, the Open Molecules 2025 dataset).

The geometry in XYZ format:
```
11
CH5Cl3Si2 | the Open Molecules 2025 dataset | wB97M-V/def2-TZVPD
C -1.1088 -1.0050 -1.0880
Si -1.6291 0.7395 -0.7058
Si 1.8493 0.0157 0.9677
Cl 1.5578 -0.5080 2.9367
Cl 3.4049 -1.1598 0.3574
Cl 2.4827 1.9117 0.8612
H -1.1621 -1.5830 -0.0901
H -0.4067 -1.4378 -1.7561
H -3.0762 0.7966 -1.1117
H -0.6206 1.6718 -1.2133
H -1.2912 0.5584 0.8421
```

## Properties
- Calculated total energy: -2000.65149 Eh
- Lowest unoccupied orbital energy (spin up / spin down): -1.96 / -0.57 eV
- Gap between HOMO and LUMO (spin up / spin down): 7.145 / 8.273 eV
- Charge: 0

***

Record 2
# C10H42B3BaNO14P3

A structure of composition C10H42B3BaNO14P3 in a non-equilibrium geometry (wB97M-V/def2-TZVPD, the Open Molecules 2025 dataset).

The geometry in XYZ format:
```
74
C10H42B3BaNO14P3 | the Open Molecules 2025 dataset | wB97M-V/def2-TZVPD
Ba 1.0037 0.4568 1.7231
B 2.4634 -4.0980 3.3701
H 2.1009 -4.2466 2.3647
H 2.5651 -4.9658 4.0033
H 3.3828 -3.5630 3.1890
H 1.8231 -3.4137 3.9047
B -0.2331 4.1389 -1.1208
H 0.1971 4.6961 -0.3030
H -0.6547 4.8275 -1.8365
H 0.5327 3.5923 -1.6490
H -0.9755 3.4693 -0.7151
B 3.4240 1.5382 6.3862
H 3.1601 2.3870 5.7746
H 2.6360 0.8015 6.4129
H 4.2561 1.0833 5.8715
H 3.7003 1.8240 7.3893
C -3.3086 6.3402 4.7480
N -3.4006 4.9048 5.1436
O -2.5062 4.1728 4.6812
O -4.4465 4.5538 5.7584
H -2.5179 6.7369 5.3849
H -4.2376 6.8145 5.0642
H -3.1060 6.4028 3.6788
C 6.5756 5.0103 -2.0236
O 7.0190 3.7596 -2.5611
P 7.4046 2.5339 -1.5357
O 6.3892 2.2391 -0.4725
O 7.7137 1.3876 -2.6413
C 6.7027 0.7876 -3.4586
O 8.8429 3.1110 -0.9959
C 9.6253 2.4672 -0.1046
H 5.9577 5.5405 -2.7483
H 7.4408 5.5637 -1.6585
H 5.8290 4.7956 -1.2590
H 5.8694 1.4892 -3.4203
H 6.2988 -0.1867 -3.1837
H 6.9772 0.7625 -4.5131
H 9.1514 1.6840 0.4870
H 9.9208 3.2114 0.6349
H 10.5281 1.9738 -0.4648
C -7.8665 -3.9535 1.1868
O -6.7487 -3.1155 1.2576
P -6.2786 -2.2872 2.6075
O -4.8951 -1.7771 2.4707
O -7.3981 -1.1487 2.6502
C -7.2807 0.0224 1.7791
O -6.7233 -3.2775 3.8532
C -6.2852 -2.7934 5.1247
H -8.4753 -4.2511 2.0406
H -7.5720 -4.8771 0.6884
H -8.6908 -3.5071 0.6308
H -8.3259 0.1296 1.4890
H -6.5059 -0.1476 1.0315
H -7.0192 0.9008 2.3691
H -7.1393 -2.6625 5.7891
H -5.7076 -1.8696 5.0923
H -5.6530 -3.4233 5.7505
C -2.2208 -1.3598 -5.6200
O -1.6287 -2.6609 -5.9300
P -0.2768 -3.1101 -5.1305
O 0.0027 -2.3125 -3.8858
O -0.5396 -4.6903 -4.9663
C -1.5503 -5.1460 -4.0451
O 0.8203 -3.0133 -6.3463
C 0.6124 -3.7027 -7.5314
H -2.6616 -0.9006 -6.5048
H -1.4223 -0.7040 -5.2729
H -3.0309 -1.5353 -4.9121
H -1.2245 -4.7816 -3.0708
H -1.6860 -6.2251 -3.9735
H -2.5337 -4.7527 -4.3026
H -0.3891 -4.1215 -7.6292
H 1.2731 -4.5516 -7.7076
H 0.9159 -2.9780 -8.2869
```

## Properties
- Calculated total energy: -2638.10845 Eh
- Lowest unoccupied orbital energy: -0.98 eV
- Gap between HOMO and LUMO: 4.173 eV
- Charge: -1